Record 1
C2H4S3 | ωB97M-V/def2-TZVPD

Each line ends with the Löwdin charge.
Positions of all 9 atoms, in Å:
C -1.894 -0.111 -0.347  -1.039
C 0.466 0.929 0.472  -0.385
S -3.267 -0.827 -0.429  0.830
S 1.328 -2.238 0.101  -0.037
S -0.961 1.221 -0.649  0.878
H -0.034 0.391 1.208  -0.021
H 0.886 1.915 0.718  0.040
H 1.361 0.353 -0.145  0.047
H 2.114 -1.632 -0.928  -0.314

For the total energy, the calculation gives -34639.936 eV. Its energy relative to the best compared isomer or geometry (same formula, charge and spin) is 98.9 kcal/mol. The value obtained for the LUMO energy (alpha / beta) is -2.834 / -2.835 eV. Its multiplicity is 1.

Record 2
C18H25N3O5 | ωB97M-V/def2-TZVPD

Each line ends with the Löwdin charge.
Positions of all 51 atoms, in Å:
C -5.482 -0.181 2.424  -0.097
C -5.937 0.808 1.358  -0.218
C -5.531 0.364 -0.051  -0.384
C -6.073 1.318 -1.114  -0.049
N -4.089 0.282 -0.158  0.092
C -3.430 -0.873 -0.395  -0.451
O -3.996 -1.941 -0.542  0.064
C -1.943 -0.767 -0.455  -0.125
C -1.195 -1.925 -0.209  0.004
C 0.171 -1.934 -0.302  0.011
C 0.908 -0.779 -0.656  -0.131
N 2.235 -0.867 -0.912  -0.067
C 3.001 -2.019 -0.475  -0.137
C 4.498 -1.701 -0.437  -0.050
C 4.695 -0.254 0.014  -0.509
C 4.114 0.696 -1.057  -0.049
C 2.970 0.001 -1.802  -0.120
O 6.066 0.014 0.234  -0.043
C 6.143 0.996 1.248  -0.137
C 4.753 0.967 1.922  -0.136
O 4.078 -0.084 1.269  -0.035
C 0.145 0.406 -0.798  -0.081
N 0.710 1.717 -0.859  -0.364
O 0.139 2.553 -1.537  0.079
O 1.681 1.959 -0.164  0.076
C -1.249 0.390 -0.748  0.053
H -5.904 -1.164 2.232  0.078
H -5.801 0.148 3.410  0.069
H -4.398 -0.273 2.427  0.068
H -7.023 0.906 1.391  0.111
H -5.508 1.794 1.561  0.111
H -5.899 -0.650 -0.238  0.144
H -7.159 1.338 -1.082  0.077
H -5.761 0.995 -2.104  0.079
H -5.703 2.328 -0.944  0.077
H -3.576 1.131 0.014  0.137
H -1.732 -2.830 0.032  0.123
H 0.691 -2.862 -0.137  0.103
H 2.829 -2.879 -1.138  0.132
H 2.678 -2.273 0.537  0.128
H 4.973 -1.823 -1.409  0.128
H 4.994 -2.363 0.271  0.133
H 4.907 0.968 -1.753  0.134
H 3.745 1.596 -0.567  0.101
H 3.379 -0.625 -2.607  0.134
H 2.311 0.730 -2.271  0.125
H 6.359 1.979 0.814  0.123
H 6.950 0.713 1.927  0.122
H 4.796 0.726 2.985  0.126
H 4.218 1.914 1.783  0.121
H -1.750 1.329 -0.935  0.121

For the total energy, the calculation gives -33777.113 eV. Its energy relative to the best compared isomer or geometry (same formula, charge and spin) is 100.5 kcal/mol. The value obtained for the LUMO energy is -0.250 eV. Its multiplicity is 1.

Record 3
C31H71N2O10P2 | ωB97M-V/def2-TZVPD

Each line ends with the Löwdin charge.
Positions of all 116 atoms, in Å:
C 4.615 0.875 -1.371  -0.107
C 5.441 0.243 -2.588  -0.215
C 5.201 -1.314 -2.715  -0.193
N 4.386 -1.734 -3.872  0.010
C 2.943 -1.720 -3.632  -0.453
C 2.464 -2.748 -2.500  -0.096
C 3.037 -4.206 -2.678  -0.172
C 2.072 -5.210 -3.428  -0.202
C 0.659 -5.374 -2.705  -0.195
C -0.485 -4.506 -3.351  -0.225
C -1.957 -5.066 -3.028  -0.183
C -2.819 -3.873 -2.442  -0.222
C -4.387 -4.056 -2.656  -0.188
C -5.053 -2.604 -2.698  -0.196
C -5.259 -2.196 -4.213  -0.172
C -6.341 -1.044 -4.420  -0.225
O -6.767 -0.450 -3.193  -0.217
C -6.550 0.967 -3.158  -0.108
C 2.268 -2.294 -4.976  -0.024
N 1.714 -1.217 -5.858  0.071
C 2.533 0.020 -5.733  -0.088
C 2.496 0.549 -4.252  -0.136
O 2.416 -0.459 -3.234  -0.096
H 5.264 0.730 -0.458  0.081
H 3.664 0.330 -1.161  0.053
H 4.505 1.980 -1.490  0.076
H 6.521 0.368 -2.287  0.107
H 5.323 0.815 -3.540  0.090
H 6.220 -1.775 -2.866  0.129
H 4.847 -1.682 -1.718  0.117
H 4.707 -2.597 -4.296  0.105
H 2.825 -2.373 -1.501  0.120
H 1.347 -2.693 -2.463  0.106
H 4.045 -4.264 -3.161  0.107
H 3.167 -4.623 -1.638  0.123
H 1.891 -4.952 -4.504  0.087
H 2.577 -6.212 -3.421  0.112
H 0.377 -6.456 -2.860  0.114
H 0.741 -5.230 -1.591  0.125
H -0.306 -4.488 -4.470  0.103
H -0.497 -3.432 -3.023  0.077
H -2.368 -5.420 -4.010  0.108
H -1.863 -5.921 -2.302  0.115
H -2.554 -3.711 -1.356  0.123
H -2.546 -2.914 -2.964  0.090
H -4.765 -4.660 -1.792  0.110
H -4.527 -4.587 -3.632  0.097
H -4.383 -1.835 -2.218  0.110
H -6.028 -2.596 -2.141  0.112
H -4.267 -1.835 -4.602  0.101
H -5.586 -3.085 -4.810  0.103
H -5.914 -0.324 -5.162  0.109
H -7.245 -1.519 -4.905  0.125
H -7.447 1.415 -2.640  0.095
H -5.672 1.204 -2.495  0.090
H -6.495 1.452 -4.163  0.087
H 1.387 -2.920 -4.654  0.110
H 2.949 -3.006 -5.515  0.155
H 0.706 -1.073 -5.733  0.198
H 1.821 -1.549 -6.829  0.190
H 3.591 -0.097 -6.075  0.147
H 2.072 0.781 -6.427  0.151
H 1.554 1.165 -4.158  0.140
H 3.342 1.270 -4.134  0.125
O -0.807 4.304 -1.184  -0.262
P -1.235 3.631 0.117  0.694
O -1.600 2.113 -0.483  -0.219
C -0.792 1.499 -1.475  -0.302
C 0.371 0.729 -0.876  -0.069
O -2.754 4.255 0.240  -0.221
C -3.189 5.340 -0.572  -0.291
C -3.833 4.833 -1.847  -0.076
O -1.488 3.093 1.703  -0.189
C -0.736 2.032 2.264  -0.288
C 0.705 2.422 2.517  -0.076
H -0.424 2.222 -2.206  0.097
H -1.437 0.804 -2.019  0.115
H 1.018 1.388 -0.291  0.069
H 0.973 0.271 -1.665  0.047
H 0.016 -0.063 -0.215  0.081
H -2.371 6.032 -0.777  0.105
H -3.930 5.895 0.008  0.119
H -3.156 4.192 -2.415  0.067
H -4.137 5.668 -2.483  0.078
H -4.715 4.232 -1.614  0.073
H -0.811 1.135 1.649  0.096
H -1.210 1.784 3.218  0.130
H 1.185 2.790 1.605  0.062
H 1.271 1.567 2.894  0.081
H 0.758 3.224 3.256  0.083
O 0.738 2.524 6.570  -0.267
P 1.173 1.782 7.831  0.690
O 1.172 3.060 8.904  -0.219
C 0.153 4.054 8.877  -0.292
C -1.055 3.656 9.707  -0.077
O 2.792 1.699 7.527  -0.222
C 3.331 2.003 6.248  -0.299
C 3.701 3.471 6.155  -0.074
O 1.503 0.693 9.086  -0.196
C 0.631 0.535 10.191  -0.293
C -0.667 -0.144 9.804  -0.079
H -0.157 4.297 7.860  0.103
H 0.589 4.964 9.297  0.121
H -1.494 2.726 9.337  0.063
H -1.820 4.435 9.668  0.081
H -0.778 3.504 10.751  0.076
H 2.647 1.705 5.451  0.091
H 4.234 1.398 6.130  0.116
H 2.846 4.117 6.362  0.071
H 4.085 3.709 5.161  0.075
H 4.466 3.717 6.894  0.079
H 0.457 1.490 10.685  0.098
H 1.157 -0.089 10.917  0.128
H -1.170 0.391 8.992  0.063
H -1.341 -0.197 10.662  0.085
H -0.476 -1.160 9.452  0.080

For the total energy, the calculation gives -75322.494 eV. Its energy relative to the best compared isomer or geometry (same formula, charge and spin) is 122.6 kcal/mol. The value obtained for the LUMO energy is -3.307 eV. As for the charge: +1. Its multiplicity is 1.

Record 4
C42H56NO2Te2Zn | ωB97M-V/def2-TZVPD

Each line ends with the Löwdin charge.
Positions of all 104 atoms, in Å:
Zn -0.038 -0.325 0.685  0.642
C -1.299 7.040 0.634  -0.034
C -1.383 6.058 -0.545  -0.557
C -2.714 6.256 -1.286  -0.034
C -0.238 6.362 -1.510  -0.060
C -1.317 4.631 -0.018  -0.147
C -0.335 3.758 -0.345  0.050
C -0.351 2.431 0.172  -0.160
N 0.623 1.526 0.097  0.092
C 1.900 1.527 -0.238  -0.151
C 2.588 2.486 -1.041  0.055
C 3.922 2.379 -1.231  -0.141
C 4.609 1.296 -0.584  0.052
C 4.050 0.327 0.195  -0.064
C 2.626 0.416 0.409  -0.254
O 1.985 -0.377 1.173  -0.186
C 4.981 -0.747 0.785  -0.528
C 5.693 -1.466 -0.372  -0.036
C 4.295 -1.823 1.632  -0.059
C 6.022 -0.054 1.678  -0.035
C 4.729 3.334 -2.100  -0.556
C 5.803 4.011 -1.237  -0.033
C 3.850 4.419 -2.720  -0.059
C 5.399 2.542 -3.233  -0.034
C -1.444 1.971 1.024  -0.250
O -1.504 0.743 1.404  -0.143
C -2.410 2.946 1.461  -0.072
C -2.319 4.192 0.909  0.067
C -3.470 2.605 2.512  -0.531
C -2.785 2.098 3.791  -0.030
C -4.300 3.834 2.889  -0.060
C -4.429 1.538 1.974  -0.051
H -1.343 8.066 0.264  0.092
H -0.362 6.912 1.179  0.094
H -2.122 6.908 1.337  0.080
H -2.783 7.279 -1.659  0.092
H -3.573 6.083 -0.636  0.082
H -2.791 5.576 -2.137  0.089
H -0.332 7.386 -1.873  0.092
H -0.256 5.701 -2.380  0.090
H 0.735 6.275 -1.021  0.086
H 0.462 4.062 -1.000  0.083
H 2.029 3.257 -1.540  0.087
H 5.680 1.249 -0.740  0.106
H 4.970 -1.959 -1.025  0.091
H 6.368 -2.226 0.025  0.092
H 6.286 -0.783 -0.981  0.079
H 3.594 -2.412 1.040  0.048
H 3.766 -1.407 2.486  0.088
H 5.066 -2.502 2.002  0.094
H 6.615 0.677 1.128  0.079
H 6.708 -0.796 2.090  0.092
H 5.537 0.461 2.510  0.096
H 5.347 4.585 -0.428  0.095
H 6.393 4.694 -1.850  0.092
H 6.491 3.290 -0.794  0.080
H 3.363 5.030 -1.955  0.085
H 3.082 3.995 -3.371  0.091
H 4.466 5.082 -3.327  0.092
H 6.075 1.775 -2.854  0.079
H 5.986 3.217 -3.859  0.092
H 4.652 2.056 -3.863  0.094
H -3.052 4.927 1.209  0.098
H -2.104 2.854 4.189  0.095
H -2.225 1.182 3.617  0.075
H -3.542 1.897 4.551  0.091
H -3.677 4.641 3.284  0.093
H -5.008 3.553 3.668  0.092
H -4.880 4.217 2.046  0.091
H -3.903 0.613 1.757  0.002
H -4.928 1.881 1.064  0.094
H -5.199 1.318 2.716  0.095
Te -3.650 -1.843 0.151  1.399
C -4.326 -3.553 -0.882  -0.570
C -5.116 -3.415 -2.020  -0.143
C -5.583 -4.543 -2.677  -0.072
C -5.291 -5.810 -2.185  -0.076
C -4.528 -5.948 -1.036  -0.078
C -4.038 -4.820 -0.388  -0.167
C -2.907 -0.818 -1.544  -0.534
C -2.842 0.572 -1.489  -0.153
C -2.264 1.291 -2.528  -0.073
C -1.767 0.629 -3.641  -0.075
C -1.868 -0.754 -3.717  -0.072
C -2.432 -1.478 -2.675  -0.152
H -5.367 -2.430 -2.393  0.104
H -6.191 -4.433 -3.566  0.109
H -5.666 -6.688 -2.695  0.108
H -4.309 -6.932 -0.643  0.108
H -3.436 -4.932 0.507  0.093
H -3.266 1.100 -0.646  0.078
H -2.221 2.372 -2.469  0.105
H -1.325 1.187 -4.457  0.107
H -1.514 -1.275 -4.598  0.110
H -2.524 -2.551 -2.755  0.085
C -0.623 -3.931 -1.202  -0.409
Te 0.794 -2.561 -0.431  1.383
C 0.944 -3.530 1.456  -0.377
H -1.592 -3.795 -0.731  -0.054
H -0.228 -4.925 -1.004  0.022
H -0.693 -3.771 -2.273  0.004
H 1.461 -4.475 1.319  0.021
H -0.057 -3.690 1.848  0.018
H 1.517 -2.883 2.116  -0.002

For the total energy, the calculation gives -113047.635 eV. Its energy relative to the best compared isomer or geometry (same formula, charge and spin) is 12.0 kcal/mol. The value obtained for the LUMO energy is -4.644 eV. As for the charge: +1. Its multiplicity is 1.

Record 5
C26H48Br16N2S | ωB97M-V/def2-TZVPD

Each line ends with the Löwdin charge.
Positions of all 93 atoms, in Å:
C -1.542 0.401 3.258  -0.158
C -1.624 1.521 2.097  -0.235
C -0.896 0.950 0.791  -0.171
C -1.165 1.685 -0.600  -0.222
C -1.712 0.578 -1.663  -0.126
N -2.075 -0.302 -2.421  0.139
C -2.102 2.983 -0.606  -0.193
C -2.987 2.896 -1.977  -0.135
N -3.736 2.787 -2.932  0.138
C -1.214 4.348 -0.811  -0.188
C -1.805 5.563 0.079  -0.244
C -0.632 6.292 0.953  -0.540
S -0.788 5.984 2.795  0.632
H -0.595 0.626 3.888  0.022
H -1.492 -0.645 2.789  -0.031
H -2.456 0.422 3.975  0.084
H -1.166 2.526 2.400  0.084
H -2.753 1.722 1.907  0.112
H -1.150 -0.179 0.676  0.124
H 0.250 0.971 0.991  0.116
H -0.134 2.006 -1.032  0.131
H -2.872 3.070 0.231  0.128
H -0.105 4.173 -0.566  0.115
H -1.266 4.670 -1.927  -0.018
H -2.595 5.217 0.850  0.096
H -2.276 6.374 -0.597  0.099
H -0.765 7.435 0.797  0.085
H 0.396 5.946 0.551  0.078
H -0.511 4.622 2.923  -0.160
Br -2.294 -6.196 -4.688  0.641
C -2.892 -4.409 -4.187  -0.699
C -2.236 -3.952 -2.909  -0.684
Br -3.046 -4.798 -1.350  0.600
H -3.980 -4.443 -4.126  0.050
H -2.598 -3.767 -5.019  0.037
H -2.390 -2.881 -2.762  0.020
H -1.168 -4.170 -2.869  0.052
Br 0.478 -3.005 4.307  0.609
C -1.247 -3.283 5.171  -0.681
C -2.214 -3.980 4.245  -0.670
Br -2.926 -2.748 2.915  0.667
H -1.597 -2.306 5.505  0.052
H -1.033 -3.905 6.042  0.058
H -3.085 -4.339 4.797  0.059
H -1.768 -4.813 3.700  0.054
Br 4.382 -1.022 4.085  0.588
C 4.334 0.090 5.685  -0.694
C 2.926 0.235 6.208  -0.682
Br 1.903 1.504 5.139  0.624
H 4.799 1.041 5.426  0.054
H 4.962 -0.431 6.410  0.048
H 2.932 0.652 7.217  0.060
H 2.367 -0.702 6.211  0.039
Br 0.173 -9.724 -2.604  0.600
C -0.429 -7.936 -2.111  -0.744
C 0.223 -7.472 -0.832  -0.697
Br -0.594 -8.315 0.724  0.584
H -1.517 -7.971 -2.054  0.032
H -0.135 -7.297 -2.946  0.017
H 0.068 -6.401 -0.688  0.045
H 1.291 -7.689 -0.788  0.052
Br 5.319 -2.232 -2.157  0.607
C 5.268 -1.122 -0.556  -0.697
C 3.860 -0.978 -0.034  -0.693
Br 2.837 0.292 -1.104  0.610
H 5.733 -0.169 -0.814  0.052
H 5.896 -1.642 0.170  0.046
H 3.864 -0.560 0.975  0.021
H 3.302 -1.914 -0.032  0.057
Br 8.183 -0.676 5.515  0.606
C 9.317 -1.497 4.158  -0.687
C 8.531 -1.824 2.912  -0.696
Br 7.448 -3.426 3.160  0.590
H 9.782 -2.370 4.617  0.054
H 10.086 -0.752 3.943  0.059
H 9.203 -2.061 2.085  0.059
H 7.853 -1.026 2.606  0.045
Br -3.458 9.039 -4.232  0.601
C -3.415 7.294 -5.101  -0.693
C -3.076 6.202 -4.118  -0.671
Br -1.170 6.188 -3.705  0.703
H -2.706 7.367 -5.927  0.053
H -4.420 7.152 -5.503  0.060
H -3.280 5.219 -4.548  0.045
H -3.606 6.295 -3.169  0.053
Br -2.722 1.184 -7.928  0.592
C -4.283 1.427 -6.784  -0.696
C -4.177 0.596 -5.529  -0.721
Br -4.572 -1.279 -5.887  0.612
H -5.159 1.189 -7.387  0.050
H -4.293 2.491 -6.540  0.050
H -4.923 0.909 -4.797  0.044
H -3.188 0.631 -5.070  0.030

For the total energy, the calculation gives -1162233.083 eV. The value obtained for the LUMO energy is 0.133 eV. Its multiplicity is 1.

Record 6
C7H38NO12 | ωB97M-V/def2-TZVPD

Each line ends with the Löwdin charge.
Positions of all 58 atoms, in Å:
C 1.627 0.407 -0.970  -0.138
C 0.838 -0.819 -0.507  -0.104
C -0.458 -1.007 -1.289  -0.281
C -1.579 -0.328 -1.054  0.061
C -0.609 -3.399 -1.755  0.068
C -0.502 -2.158 -2.238  -0.354
C -0.450 -1.858 -3.692  -0.047
N 1.543 1.606 -0.074  0.189
H 1.209 0.772 -1.931  0.111
H 2.617 0.075 -1.241  0.114
H 0.407 -0.539 0.513  0.123
H 1.380 -1.804 -0.482  0.136
H -1.666 0.363 -0.214  0.056
H -2.510 -0.418 -1.599  0.071
H -0.629 -3.594 -0.709  0.049
H -0.972 -4.201 -2.440  0.088
H -1.093 -2.625 -4.133  0.083
H 0.582 -2.087 -4.083  0.099
H -0.716 -0.843 -3.985  0.068
H 1.212 1.416 0.892  0.098
H 0.982 2.328 -0.521  0.072
H 2.501 1.979 0.050  0.171
H -2.595 1.545 1.562  0.011
H -3.152 0.383 2.452  0.066
O -2.369 0.920 2.289  -0.069
H -0.905 1.275 -3.115  0.028
H -1.227 2.773 -3.262  0.064
O -1.571 1.941 -2.923  -0.047
H 0.567 -0.369 4.017  0.019
H 1.443 -0.458 5.232  0.082
O 1.354 0.060 4.423  -0.081
H -1.473 -1.098 2.703  0.042
H -0.298 -2.052 2.530  0.027
O -0.577 -1.256 3.022  -0.055
H -4.879 0.860 -1.739  0.075
H -3.447 1.429 -2.527  0.041
O -4.046 1.327 -1.766  -0.059
H -1.109 3.167 -0.635  0.025
H -0.121 4.341 -0.959  0.083
O -0.239 3.384 -1.014  -0.053
H 0.513 1.705 3.556  0.060
H -0.522 1.116 2.597  0.013
O 0.354 1.551 2.615  -0.084
H 3.237 -0.360 -3.550  0.042
H 2.753 0.063 -4.886  0.049
O 2.705 0.335 -3.961  -0.060
H 1.441 -3.793 1.999  0.031
H 0.121 -4.578 2.294  0.059
O 0.478 -3.749 1.964  -0.049
H 3.895 -2.468 2.290  0.044
H 2.845 -1.361 1.727  -0.002
O 3.169 -2.277 1.700  -0.063
H 3.713 1.058 2.745  0.062
H 2.190 0.517 2.994  0.018
O 3.026 0.456 2.433  -0.095
H -3.147 2.042 -0.443  0.021
H -3.427 3.290 0.206  0.100
O -2.698 2.642 0.205  -0.076

For the total energy, the calculation gives -33930.203 eV. Its energy relative to the best compared isomer or geometry (same formula, charge and spin) is 18.3 kcal/mol. The value obtained for the LUMO energy is -2.246 eV. As for the charge: +1. Its multiplicity is 1.

Q: What is the multiplicity in the first record?
A: 1

Q: multiplicity of number 4 (C42H56NO2Te2Zn)?
A: 1